Model 1:
The following is a DFT calculation (wB97M-V/def2-TZVPD) of a molecular structure, C3H6N2S.

Each line ends with the Löwdin charge.
Element x y z (Å)
C  0.80  0.26  -1.26  -0.23
C  -0.13  -0.29  1.12  -0.46
C  -0.96  0.75  1.04  -0.78
H  1.10  -1.30  -2.95  0.15
H  0.82  1.60  -0.81  0.21
H  -0.33  -1.55  -0.18  0.13
H  0.69  0.27  1.75  0.17
H  -0.42  -1.24  1.62  0.14
H  -0.86  1.57  0.23  0.07
N  1.34  -0.29  -2.35  -0.04
N  0.23  -0.69  -0.18  -0.06
S  -2.26  0.89  1.97  0.70

Values from the calculation:
LUMO level: -0.06 eV

Model 2:
The following is a DFT calculation (wB97M-V/def2-TZVPD) of a molecular structure, C3H6N2S.

Each line ends with the Löwdin charge.
Element x y z (Å)
C  -0.84  -0.04  0.01  -0.52
C  0.48  0.33  0.66  -0.35
C  1.68  0.92  -0.04  -0.60
H  -0.36  -2.09  -0.43  0.19
H  -1.92  -1.51  -0.48  0.01
H  -2.39  0.51  -0.68  0.01
H  0.56  0.02  1.77  0.14
H  2.43  1.28  0.68  0.07
H  1.33  1.73  -0.82  0.13
N  -1.25  -1.41  0.21  0.04
N  -1.54  1.02  -0.51  0.13
S  1.81  -0.76  -0.37  0.75

Values from the calculation:
LUMO level: 0.14 eV

The data favor model 2; the next most stable structure lies 62.0 kcal/mol above it.

Model 1:
The following is a DFT calculation (wB97M-V/def2-TZVPD) of C3H6N2S in the gas phase.

Each line ends with the Löwdin charge.
Element x y z (Å)
H  -3.28  -0.09  -0.48  0.03
N  -2.54  -0.72  -0.27  0.13
C  -1.53  -0.09  0.15  -0.58
N  -1.43  1.24  0.08  0.11
C  -0.21  -0.75  0.42  -0.21
C  0.89  -0.12  -0.44  -0.68
S  2.43  0.07  0.00  0.69
H  -2.26  1.82  0.26  0.12
H  -0.58  1.63  0.49  0.10
H  -0.31  -1.79  0.11  0.12
H  0.06  -0.82  1.50  0.12
H  0.47  0.24  -1.35  0.05

Values from the calculation:
LUMO level: -0.40 eV

Model 2:
The following is a DFT calculation (wB97M-V/def2-TZVPD) of C3H6N2S in the gas phase.

Each line ends with the Löwdin charge.
Element x y z (Å)
C  -1.65  0.02  1.77  -0.19
N  -0.79  0.34  0.50  -0.04
C  0.14  -0.53  -0.15  -0.23
N  0.74  0.06  -1.16  -0.10
C  2.06  0.29  -1.74  -0.50
S  2.33  1.74  -2.88  0.38
H  -2.84  0.12  1.70  0.07
H  -1.56  0.80  2.74  0.10
H  -1.49  -1.15  2.23  0.10
H  0.26  -1.66  0.09  0.15
H  -0.07  0.69  -1.28  0.13
H  2.87  -0.71  -1.82  0.14

Values from the calculation:
LUMO level: -1.09 eV

The data favor model 1; the next most stable structure lies 107.7 kcal/mol above it.

Model 1:
The following is a DFT calculation (wB97M-V/def2-TZVPD) of 2 unconnected molecules or ions with the total composition C4H9NO2.

Each line ends with the Löwdin charge.
Element x y z (Å)
C  -2.45  -0.60  -0.01  -0.09
C  -0.91  -0.54  -0.11  -0.21
C  -0.61  0.70  -0.91  -0.31
O  -0.19  1.74  -0.45  0.03
H  -2.79  -0.18  0.94  0.08
H  -2.84  -1.61  -0.11  0.07
H  -2.92  0.00  -0.81  0.07
H  -0.44  -0.48  0.87  0.11
H  -0.52  -1.42  -0.63  0.12
H  -0.86  0.61  -1.99  0.13
N  2.38  0.59  1.17  0.13
C  2.43  -0.02  -0.05  -0.43
O  3.08  -1.01  -0.31  0.00
H  3.02  0.30  1.88  0.11
H  1.83  1.43  1.30  0.09
H  1.78  0.49  -0.78  0.10

Values from the calculation:
LUMO level: 0.79 eV

Model 2:
The following is a DFT calculation (wB97M-V/def2-TZVPD) of C4H9NO2 in the gas phase.

Each line ends with the Löwdin charge.
Element x y z (Å)
O  -1.75  3.29  0.01  0.05
C  -0.82  2.68  0.46  -0.36
N  -0.42  1.43  -0.05  0.00
C  -0.07  0.29  0.79  -0.20
C  -0.37  -1.04  0.14  -0.19
C  0.61  -1.43  -0.98  -0.24
O  1.85  -1.83  -0.36  -0.08
H  -0.12  3.10  1.20  0.13
H  -0.50  1.40  -1.05  0.12
H  1.00  0.30  1.05  0.12
H  -0.70  0.42  1.67  0.12
H  -1.41  -1.19  -0.17  0.12
H  -0.23  -1.81  0.90  0.12
H  0.21  -2.30  -1.51  0.12
H  0.80  -0.55  -1.59  0.11
H  1.93  -2.78  -0.54  0.09

Values from the calculation:
LUMO level: 0.75 eV

The data favor model 1; the next most stable structure lies 13.8 kcal/mol above it.

Model 1:
The following is a DFT calculation (wB97M-V/def2-TZVPD) of C4H9NO2 in the gas phase.

Each line ends with the Löwdin charge.
Element x y z (Å)
C  -1.20  1.33  0.21  -0.08
N  0.17  1.07  -0.20  -0.12
C  0.26  0.97  -1.60  -0.33
O  -0.61  1.35  -2.34  0.04
C  0.92  -0.10  0.41  -0.15
C  0.21  -1.50  0.26  -0.24
O  0.86  -2.39  1.11  -0.04
H  -1.37  2.41  0.11  0.09
H  -1.43  1.06  1.24  0.08
H  -1.94  0.77  -0.35  0.08
H  1.12  0.38  -1.86  0.12
H  1.88  -0.07  -0.09  0.10
H  1.27  0.14  1.41  0.12
H  0.21  -1.68  -0.81  0.12
H  -0.84  -1.31  0.53  0.11
H  0.48  -2.44  1.98  0.09

Values from the calculation:
LUMO level: 0.63 eV

Model 2:
The following is a DFT calculation (wB97M-V/def2-TZVPD) of C4H9NO2 in the gas phase.

Each line ends with the Löwdin charge.
Element x y z (Å)
H  2.17  0.67  -0.40  0.06
N  1.97  0.62  0.60  0.13
C  1.11  -0.28  0.85  -0.52
O  0.74  -0.52  2.12  0.08
C  0.34  -1.14  -0.13  -0.12
C  -1.08  -0.59  -0.38  -0.17
C  -1.12  0.82  -0.98  -0.27
O  -0.83  1.84  -0.06  -0.07
H  1.25  0.11  2.66  0.12
H  0.89  -1.18  -1.07  0.12
H  0.27  -2.15  0.28  0.12
H  -1.59  -1.28  -1.06  0.11
H  -1.64  -0.58  0.56  0.12
H  -0.45  0.86  -1.86  0.12
H  -2.13  1.02  -1.34  0.12
H  0.10  1.78  0.20  0.05

Values from the calculation:
LUMO level: 0.82 eV

The data favor model 2; the next most stable structure lies 23.0 kcal/mol above it.

Model 1:
The following is a DFT calculation (wB97M-V/def2-TZVPD) of C4H9NO2 in the gas phase.

Each line ends with the Löwdin charge.
Element x y z (Å)
C  -2.48  0.05  -0.35  -0.11
C  -1.04  0.53  -0.29  -0.24
C  -0.23  -0.26  0.72  -0.18
O  1.13  0.20  0.78  0.02
C  1.86  -0.28  -0.23  -0.66
N  3.15  0.08  -0.34  0.18
O  1.44  -1.04  -1.09  0.04
H  -2.97  0.14  0.63  0.07
H  -3.06  0.64  -1.06  0.07
H  -2.54  -1.00  -0.66  0.08
H  -0.57  0.43  -1.28  0.11
H  -1.00  1.59  -0.01  0.12
H  -0.62  -0.15  1.73  0.13
H  -0.22  -1.32  0.45  0.13
H  3.72  0.64  0.28  0.12
H  3.36  -0.49  -1.16  0.13

Values from the calculation:
LUMO level: 0.96 eV

Model 2:
The following is a DFT calculation (wB97M-V/def2-TZVPD) of a molecular structure, C4H9NO2.

Each line ends with the Löwdin charge.
Element x y z (Å)
C  -0.21  -1.16  -1.51  -0.06
C  -0.02  -0.79  -0.05  -0.33
C  1.21  0.17  0.15  -0.30
O  1.76  0.21  1.31  -0.07
N  -1.16  -0.03  0.46  0.03
C  -0.72  1.24  0.92  -0.31
O  -0.15  1.35  2.08  0.01
H  -1.11  -1.77  -1.65  0.08
H  0.65  -1.74  -1.88  0.08
H  -0.30  -0.26  -2.13  0.09
H  0.17  -1.67  0.56  0.14
H  1.89  0.28  -0.71  0.14
H  0.43  1.27  0.05  0.16
H  0.77  0.74  2.02  0.07
H  -1.89  0.08  -0.24  0.12
H  -1.33  2.10  0.62  0.15

Values from the calculation:
LUMO level: 0.59 eV

The data favor model 1; the next most stable structure lies 65.0 kcal/mol above it.

Model 1:
The following is a DFT calculation (wB97M-V/def2-TZVPD) of C4H7ClN2 in the gas phase.

Each line ends with the Löwdin charge.
Element x y z (Å)
C  1.06  0.54  -0.74  0.01
C  0.10  -0.24  -0.22  -0.22
C  0.45  -1.65  0.22  -0.09
C  -1.55  0.33  -0.09  -0.47
N  -1.70  1.57  0.41  0.13
N  -2.40  -0.59  -0.29  -0.35
Cl  -4.09  -0.20  -0.07  0.52
H  2.07  0.30  -0.78  0.03
H  1.04  1.52  -1.27  0.07
H  0.00  -2.49  -0.41  0.10
H  -0.17  -1.68  1.17  0.09
H  1.51  -1.87  0.25  0.06
H  -1.19  2.27  -0.08  0.10
H  -2.65  1.62  0.67  0.03

Values from the calculation:
LUMO level: 0.85 eV

Model 2:
The following is a DFT calculation (wB97M-V/def2-TZVPD) of C4H7ClN2 in the gas phase.

Each line ends with the Löwdin charge.
Element x y z (Å)
C  0.80  0.97  -0.34  -0.47
C  0.07  0.76  -1.77  -0.43
C  -0.35  2.01  0.11  -0.05
C  -0.09  -2.27  0.73  -0.16
N  0.97  -0.26  0.23  -0.01
N  -0.18  -0.88  0.39  -0.21
Cl  -0.84  -0.57  -1.93  0.78
H  1.67  1.61  -0.43  0.12
H  -0.07  2.10  1.13  0.08
H  -1.35  1.56  -0.19  0.08
H  -0.17  2.81  -0.50  0.03
H  -0.28  -2.84  -0.24  0.08
H  -0.96  -2.52  1.46  0.09
H  0.78  -2.48  1.35  0.07

Values from the calculation:
LUMO level: -0.23 eV

Model 3:
The following is a DFT calculation (wB97M-V/def2-TZVPD) of C4H7ClN2 in the gas phase.

Each line ends with the Löwdin charge.
Element x y z (Å)
H  0.64  -0.94  -3.21  0.05
N  0.37  -0.73  -2.25  0.11
C  1.13  -1.20  -1.38  -0.26
C  0.94  -1.03  0.10  -0.26
N  -0.22  -0.30  0.51  0.03
C  -0.30  0.93  0.63  -0.75
C  -1.51  1.62  1.14  -0.10
Cl  1.06  2.03  0.26  0.62
H  2.02  -1.81  -1.59  0.11
H  0.84  -2.03  0.54  0.11
H  1.86  -0.57  0.49  0.10
H  -2.39  1.08  0.82  0.08
H  -1.55  2.65  0.80  0.06
H  -1.48  1.61  2.23  0.09

Values from the calculation:
LUMO level: 0.88 eV

Model 4:
The following is a DFT calculation (wB97M-V/def2-TZVPD) of C4H7ClN2 in the gas phase.

Each line ends with the Löwdin charge.
Element x y z (Å)
Cl  -3.56  -0.55  -0.01  0.39
N  -2.60  0.88  0.09  -0.48
C  -0.97  0.40  -0.07  -0.24
C  0.21  1.28  0.06  -0.12
C  1.43  0.29  -0.04  -0.12
C  0.76  -1.12  0.00  -0.17
N  -0.65  -0.87  0.13  -0.01
H  0.15  1.99  -0.64  0.08
H  0.31  1.71  0.98  0.09
H  1.97  0.58  -1.02  0.13
H  2.24  0.57  0.66  0.11
H  1.11  -1.75  -0.81  0.11
H  0.89  -1.82  0.93  0.15
H  -1.29  -1.57  -0.25  0.10

Values from the calculation:
LUMO level: 0.56 eV

The data favor model 3; the next most stable structure lies 45.9 kcal/mol above it.